{
  "formula": "C8H31ClN3O11",
  "method": "ωB97M-V with the def2-TZVPD basis set",
  "species": ["C", "C", "N", "C", "N", "C", "C", "C", "C", "C", "O", "Cl", "N", "H", "H", "H", "H", "H", "H", "H", "H", "H", "H", "H", "O", "H", "H", "O", "H", "H", "O", "H", "H", "O", "H", "H", "O", "H", "H", "O", "H", "H", "O", "H", "H", "O", "H", "H", "O", "H", "H", "O", "H", "H"],
  "xyz": [[-4.939, 0.943, -2.943], [-4.429, 1.986, -2.548], [-3.762, 3.011, -1.764], [-2.710, 2.697, -1.040], [-2.040, 3.696, -0.195], [-2.093, 3.278, 1.251], [-1.450, 1.806, 1.337], [-2.381, 0.887, 0.404], [-2.252, -0.674, 0.672], [-1.128, -1.407, -0.157], [-1.295, -2.585, -0.412], [0.425, -0.649, -0.722], [-2.204, 1.308, -1.021], [-5.366, -0.069, -3.204], [-4.098, 3.982, -1.740], [-1.073, 3.853, -0.509], [-1.508, 3.959, 1.940], [-3.170, 3.210, 1.632], [-1.535, 1.368, 2.387], [-0.402, 1.766, 0.911], [-3.458, 1.171, 0.689], [-1.979, -0.789, 1.780], [-3.213, -1.263, 0.533], [-1.205, 1.425, -1.274], [3.711, -1.864, -1.031], [4.088, -1.912, -0.146], [2.788, -1.634, -0.877], [2.713, -2.391, 1.441], [1.876, -1.922, 1.349], [2.477, -3.203, 1.904], [-0.416, -5.574, -1.378], [-0.598, -4.827, -0.794], [0.113, -5.191, -2.089], [-4.155, 6.249, 0.111], [-4.901, 6.060, -0.472], [-3.543, 5.515, -0.033], [2.374, 1.928, -0.043], [3.339, 1.941, -0.021], [2.147, 1.002, 0.107], [5.913, -2.972, 1.492], [6.290, -3.021, 2.379], [4.988, -2.740, 1.644], [0.887, -2.276, -3.595], [1.793, -2.475, -3.322], [0.581, -1.632, -2.945], [0.381, -2.232, 3.049], [0.137, -2.036, 3.963], [0.176, -3.171, 2.949], [5.522, -1.761, -3.327], [4.846, -1.532, -2.673], [6.351, -1.502, -2.908], [2.159, 0.389, 2.994], [3.124, 0.393, 3.020], [1.926, -0.538, 3.140]],
  "forces_ev_per_angstrom": [[0.8, 1.1, 0.9], [-0.3, -0.9, 0.7], [0.2, -2.1, -0.5], [1.6, -0.7, 0.8], [-1.9, -0.3, -0.9], [0.8, -1.9, 1.0], [-1.4, -0.6, -0.2], [-0.2, 0.3, 1.7], [0.9, 0.9, 0.2], [-1.9, -3.5, 0.2], [0.8, 3.0, 0.5], [-0.9, 0.3, 0.6], [-1.0, 2.3, -0.4], [0.7, 1.9, 0.1], [0.1, -0.5, -0.2], [-0.4, -0.2, 0.1], [-0.8, -0.4, -1.3], [1.4, 0.4, -0.7], [0.5, 0.9, -1.3], [-1.0, 0.2, 0.9], [1.3, -0.6, -0.5], [-0.2, 0.1, -1.6], [1.3, 0.8, -0.2], [-0.5, -0.4, 0.4], [-0.1, 0.5, -0.3], [0.0, -0.2, -0.2], [0.2, -0.2, 0.0], [0.0, -0.1, 0.2], [0.1, 0.0, 0.2], [0.1, 0.1, -0.1], [0.1, 0.2, 0.1], [0.0, -0.1, -0.2], [-0.1, -0.1, 0.0], [-0.1, -0.5, -0.3], [-0.1, 0.3, 0.2], [0.2, 0.2, 0.1], [-0.1, -0.2, -0.1], [-0.1, 0.1, 0.0], [0.2, 0.2, 0.2], [-0.2, 0.1, 0.2], [0.1, 0.0, -0.2], [0.1, -0.1, 0.0], [0.0, 0.1, 0.3], [0.0, 0.0, -0.2], [0.1, -0.2, -0.3], [-0.3, -0.1, 0.2], [0.0, 0.0, -0.1], [0.0, 0.1, 0.0], [0.0, 0.2, 0.1], [0.1, -0.2, 0.0], [-0.1, -0.1, -0.1], [0.0, -0.2, -0.1], [-0.1, 0.1, 0.0], [0.1, 0.1, 0.0]],
  "fmax_ev_per_a": 3.955,
  "total_charge": 1,
  "homo_lumo_gap_ev": 6.884,
  "e_lumo_ev": -5.3
}